C10H13F5KN2O17S4 | ωB97M-V/def2-TZVPD

Each line ends with the natural charge from an NBO analysis.
Element x y z (Å)
K 0.1415 -1.5354 -0.2771  0.95
N -1.9200 -5.4752 -0.6046  -1.10
S -3.3244 -4.9493 -0.1598  2.45
O -4.4387 -5.6849 -0.6715  -0.93
O -3.4177 -3.5357 0.0582  -0.94
F -3.2449 -5.4870 1.3672  -0.52
S -1.7795 -4.6048 -2.0248  2.43
O -1.0112 -3.3986 -1.8737  -0.98
O -2.8948 -4.5193 -2.9428  -0.91
F -0.8169 -5.6735 -2.7219  -0.50
N 1.0565 -2.6870 1.9676  -1.12
S 0.4908 -2.1691 3.4511  2.37
O 0.7121 -0.7807 3.7905  -0.91
O 0.5492 -3.2236 4.4320  -0.88
F -1.0560 -2.1349 3.0603  -0.50
S 2.5296 -2.5804 2.4321  2.39
O 3.0495 -3.6885 3.1871  -0.88
O 3.1482 -1.2728 2.4612  -0.90
F 3.0679 -2.9987 0.9285  -0.56
C 2.6586 0.8987 -4.7510  -0.10
C 3.4680 -0.3301 -5.1753  -0.10
O 2.9180 -1.3263 -4.3243  -0.49
C 2.4065 -0.7329 -3.2136  0.98
O 1.9735 -1.3819 -2.3262  -0.57
O 2.4879 0.6139 -3.3553  -0.49
H 1.6941 1.0567 -5.2220  0.20
H 3.3634 1.7239 -4.8351  0.20
H 4.5343 -0.2147 -4.9769  0.18
H 3.3791 -0.5938 -6.2274  0.20
C 2.2675 4.6607 2.3792  -0.65
C 1.2063 3.5640 2.3895  0.06
C 0.0519 3.7175 1.4086  -0.09
O 0.1653 2.5489 0.6046  -0.50
C 1.2502 1.8272 0.9497  0.98
O 1.6370 0.8351 0.4378  -0.58
O 1.8800 2.3602 2.0301  -0.46
H 2.9697 4.5493 3.2140  0.23
H 1.8176 5.6438 2.5325  0.21
H 3.0206 4.6295 1.5905  0.23
H 0.7347 3.3615 3.3544  0.20
H 0.1332 4.6817 0.9019  0.18
H -0.9027 3.6805 1.9309  0.18
C -3.9825 2.6059 -0.2284  -0.13
C -3.5841 2.6821 1.2396  0.43
O -2.8594 1.5261 1.4807  -0.48
C -3.0364 0.6684 0.4195  0.97
O -2.5431 -0.4102 0.3305  -0.54
O -3.8233 1.2050 -0.4951  -0.47
F -4.7727 2.6189 1.9689  -0.36
H -3.2641 3.1599 -0.8426  0.19
H -4.9702 2.9327 -0.5322  0.22
H -3.1201 3.6373 1.4827  0.16

Atomic forces in eV per Å
K -0.14 -0.16 -0.13
N 0.14 1.76 -2.98
S -2.02 -0.85 3.84
O 0.04 0.42 -0.25
O -0.13 0.09 -0.74
F 0.15 -0.03 -0.59
S 0.88 -1.30 -0.68
O 0.21 -0.34 0.05
O 0.77 -0.25 1.18
F 0.02 0.65 0.14
N -1.82 1.58 3.33
S -4.26 -0.30 0.69
O 0.33 -1.29 -0.18
O 0.30 1.38 -0.47
F 0.28 -0.12 -0.29
S 6.78 -1.39 -4.78
O -0.51 1.20 0.52
O -0.90 -0.79 1.34
F -0.11 -0.20 0.08
C 1.87 -0.25 0.34
C -0.60 0.10 -0.27
O 0.19 -0.23 -0.28
C 0.46 -0.55 -1.07
O -0.27 0.60 0.68
O -0.70 -0.04 0.41
H 0.02 -0.05 -0.17
H -0.65 0.55 0.01
H -0.01 0.12 0.27
H -0.35 -0.22 0.09
C 0.36 0.24 1.38
C 0.85 0.04 0.69
C 0.24 -0.12 0.47
O -0.30 0.43 -0.82
C 1.00 -0.16 1.34
O -0.50 -0.41 -0.87
O -0.96 0.03 -0.94
H -0.51 -0.24 0.39
H 0.07 0.07 -0.40
H -0.86 -0.02 -0.80
H 0.59 0.44 0.31
H -0.04 -0.40 -0.72
H -0.03 -0.03 -0.06
C 1.03 -0.43 -0.54
C -1.99 0.16 -0.37
O 0.24 0.76 -0.12
C 0.70 -1.45 0.14
O 0.05 0.70 0.34
O -0.61 0.85 -0.73
F 0.46 0.11 0.23
H 0.07 -0.11 0.02
H -0.22 -0.11 0.57
H 0.45 -0.43 0.41

Calculated values
- Multiplicity: 1
- Net charge: -1
- LUMO level: 0.052 Ha